Here is C25H30BrClINO2TeV as an isolated structure in a non-equilibrium geometry from the OMol25 dataset. Energies are from ωB97M-V/def2-TZVPD.

Output
* HOMO (spin up / spin down): -6.200 / -7.746 eV
* multiplicity: 4
* ΔE to the lowest compared entry with this formula, charge and spin: 149.8 kJ/mol

Last column: Mulliken spin population.
Atoms and positions in Å:
1 V -0.053 0.068 0.077  2.63
2 C 4.896 6.352 -0.018  0.00
3 C 5.140 4.843 -0.023  0.00
4 C 5.928 4.475 1.246  0.00
5 C 5.982 4.494 -1.259  0.00
6 C 3.833 4.054 -0.041  0.01
7 C 3.874 2.661 -0.068  -0.01
8 C 2.692 1.973 -0.031  0.01
9 Br 2.635 0.054 -0.066  0.02
10 C 1.410 2.555 0.026  0.00
11 O 0.407 1.709 0.102  0.02
12 C 1.361 3.965 -0.005  0.00
13 C 2.578 4.648 -0.018  0.00
14 C 0.077 4.814 -0.037  0.00
15 C 0.022 5.671 1.237  0.00
16 C 0.127 5.727 -1.273  0.00
17 C -1.225 4.013 -0.122  0.00
18 H 5.853 6.874 -0.003  0.00
19 H 4.333 6.660 0.865  0.00
20 H 4.355 6.668 -0.912  0.00
21 H 6.878 5.015 1.272  0.00
22 H 6.144 3.407 1.279  0.00
23 H 5.357 4.733 2.139  0.00
24 H 6.897 5.091 -1.267  0.00
25 H 5.427 4.703 -2.175  0.00
26 H 6.268 3.441 -1.264  0.00
27 H 4.810 2.121 -0.124  0.00
28 H 2.529 5.729 -0.018  0.00
29 H 0.868 6.357 1.300  0.00
30 H 0.036 5.031 2.122  0.00
31 H -0.897 6.260 1.254  0.00
32 H 1.011 6.364 -1.278  0.00
33 H -0.755 6.370 -1.298  0.00
34 H 0.138 5.122 -2.182  0.00
35 H -1.372 3.393 0.759  0.00
36 H -1.245 3.372 -1.001  0.00
37 H -2.068 4.705 -0.191  0.00
38 Cl -3.864 -5.494 0.017  0.00
39 C -3.282 -3.857 0.027  0.04
40 C -4.191 -2.827 0.069  -0.03
41 C -3.752 -1.505 0.076  0.05
42 I -5.113 0.089 0.165  0.00
43 C -2.401 -1.186 0.035  -0.05
44 O -1.910 0.024 0.047  0.07
45 C -1.473 -2.265 -0.004  0.06
46 N -0.152 -1.872 -0.027  -0.09
47 C 0.758 -2.854 -0.048  0.18
48 C 0.426 -4.207 -0.050  -0.07
49 C -0.888 -4.606 -0.030  0.16
50 C -1.894 -3.613 -0.006  -0.02
51 H -5.247 -3.051 0.099  0.00
52 H 1.799 -2.561 -0.054  0.00
53 H 1.221 -4.939 -0.065  0.00
54 H -1.161 -5.651 -0.028  0.01
55 C 0.125 0.030 4.898  0.02
56 Te -0.682 -0.493 2.959  0.02
57 C -1.802 1.334 2.933  0.00
58 H 0.654 0.976 4.825  0.00
59 H 0.814 -0.751 5.211  0.00
60 H -0.689 0.109 5.613  0.00
61 H -2.453 1.368 3.803  0.00
62 H -2.391 1.348 2.021  0.00
63 H -1.107 2.170 2.947  0.00


Here is a 2-piece molecular cluster, C25H30ClN5O2 overall in a non-equilibrium geometry from the OMol25 dataset. Energies are from ωB97M-V/def2-TZVPD.

Output
* HOMO: -8.316 eV
* multiplicity: 1
* SMILES: CNC(=O)[C@H](Cc1c[nH]c2ccccc12)NC(C)=O.Clc1ccc([C@H]2C[C@@H]3CC[C@H]2N3)cn1

Last column: Mulliken charge in e.
Atoms and positions in Å:
1 C 3.566 -5.900 0.618  -0.73
2 N 2.552 -5.801 -0.434  -0.08
3 C 1.437 -5.058 -0.491  -0.19
4 O 0.815 -5.059 -1.540  -0.69
5 C 0.898 -4.217 0.692  0.22
6 C 1.367 -2.761 0.528  -0.82
7 C 1.105 -1.743 1.608  0.47
8 C 0.462 -1.915 2.789  -0.66
9 N 0.505 -0.745 3.521  0.01
10 C 1.151 0.259 2.836  -0.61
11 C 1.448 1.594 3.145  -1.01
12 C 2.113 2.383 2.191  -0.40
13 C 2.465 1.831 0.946  -0.85
14 C 2.173 0.484 0.654  -0.18
15 C 1.517 -0.340 1.594  0.53
16 N 1.264 -4.729 2.019  0.11
17 C 0.756 -5.801 2.624  0.55
18 C -0.328 -6.614 1.942  -1.06
19 O 1.159 -6.128 3.729  -0.68
20 H 3.211 -6.544 1.424  0.24
21 H 4.479 -6.335 0.208  0.34
22 H 3.802 -4.912 1.015  0.23
23 H 2.733 -6.315 -1.284  0.27
24 H -0.188 -4.212 0.604  0.43
25 H 2.447 -2.777 0.372  0.40
26 H 0.923 -2.376 -0.390  0.51
27 H 0.003 -2.835 3.129  0.49
28 H 0.101 -0.650 4.442  0.20
29 H 1.167 2.010 4.100  0.38
30 H 2.351 3.416 2.410  0.45
31 H 2.973 2.442 0.213  0.43
32 H 2.460 0.068 -0.300  0.43
33 H 1.968 -4.226 2.536  0.36
34 H 0.058 -7.038 1.017  0.25
35 H -0.633 -7.421 2.606  0.36
36 H -1.187 -5.982 1.730  0.32
37 Cl -5.877 2.556 -6.115  -0.19
38 C -4.643 2.851 -4.920  0.12
39 C -3.550 3.647 -5.259  -0.51
40 C -2.545 3.880 -4.325  -0.45
41 C -2.666 3.327 -3.042  -0.42
42 C -1.566 3.495 -1.991  0.88
43 C -0.743 4.799 -2.115  -1.27
44 C -0.754 5.361 -0.699  -0.03
45 C 0.034 4.469 0.258  -0.70
46 C -0.903 3.270 0.426  -0.66
47 C -2.049 3.619 -0.525  0.01
48 N -2.131 5.065 -0.328  -0.73
49 C -3.797 2.523 -2.797  -0.28
50 N -4.758 2.293 -3.708  -0.64
51 H -3.491 4.066 -6.257  0.39
52 H -1.682 4.472 -4.614  0.43
53 H -0.904 2.628 -2.085  0.45
54 H 0.272 4.607 -2.476  0.27
55 H -1.217 5.532 -2.773  0.63
56 H -0.468 6.418 -0.649  0.54
57 H 0.202 4.969 1.216  0.31
58 H 1.001 4.180 -0.165  0.07
59 H -0.417 2.326 0.161  0.12
60 H -1.259 3.199 1.458  0.35
61 H -2.967 3.073 -0.291  0.60
62 H -2.308 5.294 0.649  0.30
63 H -3.906 2.030 -1.838  0.41


Here is one molecule with the formula C25H30N4O3S from the OMol25 dataset. Energies are from ωB97M-V/def2-TZVPD.

Output
* HOMO: -7.848 eV
* multiplicity: 1
* ΔE to the lowest compared entry with this formula, charge and spin: 73.1 kJ/mol
* SMILES: NS(=O)(=O)c1ccc(CCNC(=O)CN2CCN(Cc3cccc4ccccc34)CC2)cc1

Last column: Mulliken charge in e.
Atoms and positions in Å:
1 N 0.129 3.326 -4.004  -0.62
2 S -0.213 2.164 -2.858  1.51
3 O -1.622 1.930 -2.921  -0.74
4 O 0.701 1.085 -3.084  -0.68
5 C 0.197 2.920 -1.291  0.53
6 C -0.805 3.352 -0.446  -0.66
7 C -0.470 3.852 0.800  -0.49
8 C 0.861 3.912 1.206  0.87
9 C 1.226 4.375 2.587  -1.22
10 C 0.611 3.480 3.681  -1.03
11 N 0.882 2.079 3.481  0.02
12 C 2.047 1.492 3.820  0.50
13 O 2.966 2.067 4.364  -0.70
14 C 2.063 -0.006 3.505  -0.71
15 N 1.133 -0.321 2.438  0.15
16 C 0.645 -1.690 2.437  -0.77
17 C -0.484 -1.807 1.399  -1.11
18 N -0.094 -1.394 0.070  0.33
19 C 0.604 -2.408 -0.703  -0.80
20 C -0.378 -3.450 -1.175  0.29
21 C -0.262 -4.751 -0.756  -0.33
22 C -1.170 -5.736 -1.171  -0.84
23 C -2.201 -5.409 -2.003  -0.82
24 C -2.363 -4.083 -2.457  1.01
25 C -3.424 -3.727 -3.316  -0.87
26 C -3.575 -2.440 -3.749  -0.59
27 C -2.664 -1.453 -3.346  -0.72
28 C -1.622 -1.766 -2.517  0.10
29 C -1.441 -3.083 -2.043  0.32
30 C 0.529 -0.092 0.105  -0.54
31 C 1.668 0.002 1.125  -0.88
32 C 1.855 3.496 0.325  -1.08
33 C 1.526 3.000 -0.925  -0.42
34 H -0.480 4.124 -3.974  0.29
35 H 1.102 3.566 -4.080  0.29
36 H -1.830 3.264 -0.770  0.53
37 H -1.248 4.188 1.468  0.38
38 H 0.876 5.397 2.747  0.44
39 H 2.310 4.359 2.703  0.39
40 H 1.048 3.768 4.641  0.44
41 H -0.471 3.614 3.724  0.48
42 H 0.246 1.509 2.938  0.29
43 H 1.749 -0.521 4.418  0.42
44 H 3.099 -0.310 3.291  0.30
45 H 0.252 -1.928 3.428  0.54
46 H 1.450 -2.408 2.204  0.28
47 H -0.849 -2.835 1.355  0.55
48 H -1.309 -1.159 1.714  0.39
49 H 1.412 -2.901 -0.138  0.46
50 H 1.053 -1.918 -1.571  0.50
51 H 0.547 -5.032 -0.095  0.40
52 H -1.045 -6.751 -0.823  0.39
53 H -2.909 -6.159 -2.326  0.39
54 H -4.117 -4.498 -3.624  0.36
55 H -4.392 -2.177 -4.406  0.40
56 H -2.779 -0.434 -3.686  0.46
57 H -0.937 -0.990 -2.223  -0.09
58 H 0.888 0.165 -0.892  0.32
59 H -0.246 0.631 0.389  0.07
60 H 2.068 1.017 1.145  0.34
61 H 2.485 -0.686 0.844  0.28
62 H 2.890 3.549 0.627  0.29
63 H 2.282 2.641 -1.606  0.41


Here is C25H30N5O3PtS3 as an isolated structure from the OMol25 dataset. Energies are from ωB97M-V/def2-TZVPD.

Output
* HOMO: -16.529 eV
* multiplicity: 1
* ΔE to the lowest compared entry with this formula, charge and spin: 9.2 kJ/mol
* net charge: +3

Last column: Mulliken charge in e.
Atoms and positions in Å:
1 Pt -0.170 -0.072 1.169  0.77
2 N 1.796 0.128 1.032  -0.58
3 C 2.946 0.170 1.181  0.82
4 N 4.223 0.216 1.348  0.10
5 C 4.903 1.362 1.996  -0.50
6 C 6.034 1.821 1.089  -0.63
7 O 6.890 0.746 0.782  -0.35
8 C 6.231 -0.271 0.061  -0.54
9 C 5.118 -0.881 0.896  -0.56
10 H 5.303 1.018 2.951  0.30
11 H 4.182 2.160 2.170  0.46
12 H 6.633 2.577 1.593  0.37
13 H 5.622 2.255 0.166  0.29
14 H 6.974 -1.029 -0.179  0.37
15 H 5.823 0.131 -0.877  0.30
16 H 5.531 -1.360 1.785  0.29
17 H 4.536 -1.609 0.335  0.45
18 N 0.461 0.470 5.223  0.02
19 C -0.908 0.405 5.236  -0.59
20 C -1.286 0.237 3.945  -0.32
21 N -0.151 0.200 3.155  -0.05
22 C 0.888 0.345 3.963  -0.30
23 H 1.054 0.581 6.031  0.23
24 H -1.483 0.479 6.141  0.42
25 H -2.273 0.153 3.532  0.55
26 H 1.923 0.345 3.676  0.44
27 O -0.363 -0.579 -0.793  -0.96
28 C -0.691 -0.029 -1.915  1.49
29 C -1.127 -0.999 -2.966  -0.46
30 C -0.394 -1.570 -3.965  -0.75
31 C -1.109 -2.590 -4.652  -0.71
32 C -2.357 -2.776 -4.150  -0.58
33 S -2.688 -1.714 -2.847  0.03
34 C -1.506 1.368 -1.975  0.85
35 C -2.580 1.586 -2.917  -0.62
36 C -3.583 2.382 -2.443  -0.91
37 C -3.308 2.838 -1.150  -0.37
38 S -1.871 2.305 -0.511  0.15
39 C -0.024 1.284 -2.450  0.40
40 C 1.003 1.994 -1.710  -0.31
41 C 1.912 2.629 -2.495  -0.80
42 C 1.635 2.446 -3.864  -0.41
43 S 0.290 1.544 -4.188  0.10
44 H 0.634 -1.316 -4.185  0.63
45 H -0.709 -3.156 -5.479  0.47
46 H -3.113 -3.468 -4.486  0.51
47 H -2.586 1.113 -3.890  0.58
48 H -4.483 2.637 -2.983  0.55
49 H -3.954 3.471 -0.553  0.53
50 H 1.034 1.968 -0.629  0.46
51 H 2.755 3.203 -2.140  0.54
52 H 2.229 2.834 -4.683  0.53
53 C -4.854 -0.318 1.028  -1.01
54 N -4.037 -1.533 0.974  0.32
55 C -4.752 -2.816 0.913  -0.98
56 C -2.729 -1.483 1.104  0.92
57 C -1.958 -2.764 1.131  -1.38
58 O -2.181 -0.331 1.244  -0.73
59 H -5.663 -0.408 0.307  0.46
60 H -4.241 0.546 0.795  0.18
61 H -5.282 -0.191 2.023  0.35
62 H -5.797 -2.611 0.703  0.34
63 H -4.689 -3.343 1.864  0.35
64 H -4.353 -3.444 0.120  0.38
65 H -2.337 -3.409 1.925  0.53
66 H -0.903 -2.578 1.301  0.18
67 H -2.072 -3.299 0.187  0.37


Here is C25H31AsFeIN4O2S as an isolated structure in a non-equilibrium geometry from the OMol25 dataset. Energies are from ωB97M-V/def2-TZVPD.

Output
* HOMO (spin up / spin down): -13.630 / -13.485 eV
* multiplicity: 2
* net charge: +2

Last column: Mulliken spin population.
Atoms and positions in Å:
1 Fe -0.045 0.279 -0.180  1.02
2 C 3.711 -5.163 -3.997  0.00
3 C 3.431 -3.865 -3.297  0.00
4 C 4.389 -3.287 -2.461  0.00
5 C 4.152 -2.083 -1.829  0.00
6 C 2.924 -1.459 -2.027  0.00
7 C 1.945 -2.008 -2.853  0.00
8 C 2.213 -3.205 -3.486  0.00
9 S 2.591 0.019 -1.187  0.00
10 O 1.415 0.654 -1.806  -0.01
11 O 3.751 0.819 -0.972  0.00
12 N 1.844 -0.395 0.231  0.09
13 C 2.360 -0.364 1.462  -0.01
14 C 3.713 -0.440 1.835  0.06
15 C 4.059 -0.449 3.182  -0.02
16 C 3.089 -0.388 4.166  0.06
17 C 1.711 -0.278 3.827  -0.02
18 C 0.673 -0.199 4.775  0.01
19 C -0.623 -0.080 4.343  -0.01
20 C -0.872 0.022 2.970  0.01
21 N 0.084 -0.041 2.055  -0.04
22 C 1.353 -0.235 2.476  0.00
23 H 4.477 -5.736 -3.476  0.00
24 H 4.077 -4.971 -5.009  0.00
25 H 2.809 -5.767 -4.087  0.00
26 H 5.337 -3.788 -2.313  0.00
27 H 4.911 -1.621 -1.209  0.00
28 H 1.007 -1.492 -3.008  0.00
29 H 1.472 -3.635 -4.149  0.00
30 H 4.475 -0.490 1.068  0.00
31 H 5.104 -0.507 3.456  0.00
32 H 3.374 -0.424 5.211  0.00
33 H 0.904 -0.223 5.834  0.00
34 H -1.450 -0.053 5.039  0.00
35 H -1.881 0.182 2.607  0.00
36 C 2.356 4.329 -0.554  0.00
37 C 1.082 4.263 0.280  0.00
38 As -0.038 2.724 -0.111  -0.14
39 C -1.585 3.028 1.069  0.00
40 C -2.239 4.410 1.067  0.00
41 C -0.572 3.007 -1.980  0.00
42 C -1.530 4.165 -2.248  0.00
43 H 2.930 5.207 -0.260  0.00
44 H 2.139 4.423 -1.617  0.00
45 H 2.986 3.451 -0.410  0.00
46 H 0.442 5.124 0.096  0.00
47 H 1.305 4.232 1.346  0.00
48 H -1.197 2.803 2.065  0.00
49 H -2.313 2.253 0.826  0.00
50 H -1.512 5.203 1.247  0.00
51 H -2.979 4.457 1.867  0.00
52 H -2.751 4.623 0.133  0.00
53 H -0.970 2.064 -2.358  0.00
54 H 0.380 3.157 -2.491  0.00
55 H -2.535 3.947 -1.891  0.00
56 H -1.594 4.343 -3.322  0.00
57 H -1.191 5.089 -1.780  0.00
58 I -6.066 0.886 -0.782  0.00
59 C -4.253 -0.006 -0.378  0.01
60 C -4.005 -1.070 0.461  -0.01
61 N -2.678 -1.286 0.441  -0.01
62 N -2.043 -0.434 -0.385  0.02
63 C -3.001 0.351 -0.883  0.00
64 H -4.680 -1.670 1.050  0.00
65 H -2.172 -2.032 0.888  0.00
66 H -2.773 1.122 -1.604  -0.01


Here is C25H31F2N3RuS as an isolated structure in a non-equilibrium geometry from the OMol25 dataset. Energies are from ωB97M-V/def2-TZVPD.

Output
* HOMO (spin up / spin down): -12.806 / -14.693 eV
* multiplicity: 5
* ΔE to the lowest compared entry with this formula, charge and spin: 0.0 kJ/mol
* net charge: +2

Last column: Mulliken spin population.
Atoms and positions in Å:
1 Ru 1.204 1.752 -0.300  2.48
2 C 2.811 2.359 1.353  0.08
3 C 3.278 2.831 0.114  0.13
4 C 2.313 3.810 -0.331  -0.08
5 C 1.320 3.987 0.681  0.19
6 C 1.617 3.048 1.690  0.01
7 H 3.301 1.571 1.919  0.01
8 H 4.133 2.464 -0.463  0.01
9 H 2.328 4.350 -1.256  0.01
10 H 0.409 4.564 0.580  0.01
11 H 0.982 2.799 2.539  0.00
12 F 2.778 1.691 -5.398  0.05
13 C 1.783 1.802 -4.545  0.19
14 C 2.089 1.847 -3.183  0.07
15 C 1.024 1.906 -2.315  0.02
16 C -0.316 2.002 -2.724  -0.06
17 C -0.531 2.025 -4.108  0.16
18 F -1.760 2.141 -4.609  0.01
19 C 0.510 1.926 -5.009  0.07
20 C -1.402 2.092 -1.710  0.14
21 C -2.764 2.143 -1.967  0.08
22 C -3.662 2.258 -0.942  -0.02
23 C -3.212 2.303 0.385  0.11
24 C -1.856 2.266 0.581  0.03
25 N -0.971 2.169 -0.424  0.09
26 H 3.117 1.850 -2.906  0.00
27 H 0.292 1.908 -6.064  0.00
28 H -3.124 2.106 -2.979  0.00
29 H -4.719 2.319 -1.193  0.00
30 H -3.902 2.421 1.236  0.00
31 H -1.441 2.371 1.586  0.01
32 C -1.355 -4.451 0.060  0.00
33 C -1.923 -4.001 -1.292  0.00
34 C -2.666 -2.656 -1.275  0.00
35 C -1.732 -1.485 -1.044  0.02
36 N -1.391 -1.332 0.370  0.01
37 C -0.257 -0.918 0.889  0.02
38 S 1.127 -0.626 -0.204  0.16
39 N -0.159 -0.790 2.206  0.00
40 C 1.010 -0.471 3.043  0.01
41 C 1.133 -1.512 4.159  0.00
42 C 1.422 -2.909 3.608  0.00
43 C 2.746 -2.963 2.866  0.00
44 H -1.045 -5.503 -0.025  0.00
45 H -2.079 -4.414 0.907  0.00
46 H -0.442 -3.895 0.350  0.00
47 H -2.634 -4.747 -1.670  0.00
48 H -1.099 -3.943 -2.003  0.00
49 H -3.491 -2.657 -0.525  0.00
50 H -3.159 -2.499 -2.239  0.00
51 H -2.141 -0.539 -1.388  0.00
52 H -0.805 -1.646 -1.561  -0.02
53 H -2.116 -1.578 1.026  0.00
54 H -0.986 -1.031 2.728  0.00
55 H 0.939 0.535 3.442  -0.01
56 H 1.876 -0.517 2.389  0.00
57 H 0.237 -1.452 4.805  0.00
58 H 1.958 -1.204 4.800  0.00
59 H 0.623 -3.246 2.928  0.00
60 H 1.454 -3.664 4.407  0.00
61 H 2.734 -2.408 1.932  0.00
62 H 3.010 -3.999 2.609  0.00
63 H 3.581 -2.561 3.460  0.00


Which value of multiplicity does entry 1 give? 4


Among the records above, which one has the highest multiplicity? C25H31F2N3RuS